No. 1
DFT (the ωB97M-V functional and the def2-TZVPD basis) results for a 9-piece molecular cluster, C33H88N6O17 overall.

Atoms and positions in Å:
C -8.3936 13.0526 -21.1667
O -8.9284 11.7972 -21.5360
C -8.8428 10.7824 -20.5445
C -10.0931 10.6195 -19.6898
N -10.2405 11.6689 -18.6929
C -11.6371 11.8064 -18.2693
C -11.8565 13.0810 -17.5034
O -11.2642 13.0059 -16.2137
C -11.3399 14.2033 -15.5132
H -8.4416 13.6888 -22.0576
H -7.3461 12.9416 -20.8779
H -9.0035 13.6303 -20.4603
H -7.9537 10.9504 -19.9272
H -8.7285 9.8352 -21.0795
H -10.0726 9.6174 -19.2481
H -10.9462 10.5648 -20.3882
H -9.9367 12.5313 -19.1239
H -11.9446 10.9420 -17.6828
H -12.2391 11.8523 -19.1885
H -12.9308 13.2127 -17.3256
H -11.4672 13.9329 -18.0736
H -11.0274 14.0419 -14.4776
H -12.3302 14.6709 -15.4315
H -10.6378 14.9504 -15.9097
C -14.8693 9.7920 -16.3812
O -15.8480 10.6177 -16.9309
C -16.1259 11.7181 -16.0647
C -17.3714 12.4075 -16.5588
N -17.2171 12.9043 -17.9300
C -18.5076 13.0738 -18.6091
C -18.2843 13.2730 -20.0984
O -17.7266 12.1665 -20.7417
C -18.5094 10.9941 -20.7677
H -14.7423 8.8705 -16.9564
H -15.1971 9.3963 -15.4122
H -13.8919 10.2698 -16.2837
H -15.2824 12.4104 -15.9775
H -16.3766 11.2717 -15.0925
H -17.5337 13.2803 -15.9129
H -18.2495 11.7566 -16.4336
H -16.7377 12.1544 -18.4299
H -19.0444 13.9099 -18.1566
H -19.1309 12.1792 -18.4455
H -17.6493 14.1323 -20.2870
H -19.2930 13.4525 -20.5130
H -17.9191 10.2045 -21.2253
H -19.4076 11.1496 -21.3821
H -18.7926 10.6817 -19.7574
C -15.5194 -0.2668 -14.6422
O -14.6491 0.8106 -14.4093
C -13.6066 0.8942 -15.3534
C -12.8129 2.1514 -15.0645
N -13.6404 3.3547 -15.2146
C -13.0937 4.4820 -14.4776
C -13.9066 5.7374 -14.7305
O -15.1841 5.6675 -14.1468
C -15.7322 6.9632 -13.9427
H -16.0846 -0.4542 -13.7308
H -14.9517 -1.1677 -14.9054
H -16.2478 -0.0759 -15.4394
H -13.9281 0.8432 -16.4039
H -12.9328 0.0309 -15.2161
H -11.9701 2.2649 -15.7480
H -12.4911 2.0344 -14.0154
H -14.5725 3.1364 -14.8759
H -12.1324 4.7585 -14.9196
H -13.0482 4.3015 -13.3937
H -13.9221 5.9344 -15.8157
H -13.3650 6.5931 -14.2890
H -15.9820 7.4076 -14.9078
H -14.9636 7.5733 -13.4477
H -16.5528 6.8703 -13.2376
C -6.0830 8.3027 -17.0377
O -6.3588 8.9966 -15.8678
C -7.5065 9.8644 -16.0151
C -7.5095 10.8812 -14.9161
N -8.1465 10.4331 -13.6714
C -7.3996 9.3321 -13.0764
C -7.8356 9.0282 -11.6667
O -7.6059 10.1061 -10.7544
C -7.9647 9.7543 -9.4350
H -5.1570 7.7303 -16.9267
H -5.8547 8.9728 -17.8799
H -6.8445 7.5889 -17.3831
H -8.3584 9.1766 -15.9331
H -7.5341 10.3355 -16.9975
H -8.1221 11.6998 -15.3220
H -6.5443 11.3593 -14.7070
H -8.2184 11.2451 -13.0616
H -6.3235 9.5536 -13.1336
H -7.5085 8.3992 -13.6363
H -7.2402 8.1762 -11.3023
H -8.8842 8.6976 -11.6245
H -7.6917 10.5911 -8.7911
H -7.4756 8.8578 -9.0513
H -9.0568 9.6678 -9.3726
N -10.8160 6.9090 -12.3149
C -11.6041 7.0930 -11.2157
N -11.8251 5.9925 -10.4164
O -12.1938 8.1582 -11.0179
H -10.4114 6.0365 -12.5930
H -10.6731 7.7215 -12.9184
H -12.5443 6.0110 -9.7236
H -11.2662 5.1713 -10.5436
O -13.1117 9.7043 -13.4764
C -12.2222 10.6226 -14.0723
C -11.2736 9.8630 -14.9814
O -10.4542 8.9542 -14.2248
H -12.5969 8.9429 -13.1738
H -12.6461 11.4439 -14.6551
H -11.6516 11.1313 -13.2836
H -10.5825 10.5410 -15.4957
H -11.8071 9.3351 -15.7768
H -9.6314 9.4694 -14.0144
O -10.1860 4.8222 -16.4897
C -9.4901 5.9902 -16.9028
C -10.4617 7.0517 -17.3253
O -11.1135 6.7498 -18.5391
H -10.3426 4.2080 -17.2104
H -8.8459 6.2829 -16.0712
H -8.7869 5.7344 -17.7036
H -9.9270 8.0008 -17.4232
H -11.2109 7.2387 -16.5492
H -11.8648 6.1853 -18.3312
O -11.9399 12.6755 -9.8181
C -10.5335 12.8118 -9.9945
C -10.0966 12.4739 -11.4164
O -8.6872 12.4698 -11.5464
H -12.1910 11.7675 -10.0274
H -10.2773 13.8488 -9.7816
H -10.0377 12.1128 -9.3117
H -10.5939 13.0578 -12.1882
H -10.4372 11.4309 -11.5756
H -8.3599 11.6459 -11.1118
O -17.2693 12.5999 -10.7170
C -15.8944 12.9339 -10.6008
C -14.9867 11.8344 -11.1058
O -15.0835 11.7561 -12.5207
H -17.4816 12.4839 -11.6498
H -15.6357 13.8756 -11.0996
H -15.7138 13.0089 -9.5264
H -15.3326 10.9017 -10.6406
H -13.9546 12.0482 -10.8012
H -14.4290 11.1243 -12.8438

Summary:
Frontier orbital gap   9.16 eV

***

No. 2
DFT (the ωB97M-V functional and the def2-TZVPD basis) results for a 11-piece molecular cluster, C33H88O11 overall.

Atoms and positions in Å:
C -3.0006 0.2708 -2.9512
C -3.3907 1.6502 -3.4534
C -2.1613 2.5388 -3.6113
O -4.1240 1.5236 -4.6792
H -2.2557 -0.2122 -3.5973
H -3.8036 -0.4640 -3.0750
H -2.6603 0.2266 -1.9168
H -4.0639 2.1393 -2.7447
H -1.6922 2.6854 -2.6337
H -2.3900 3.5589 -3.9188
H -1.4530 1.9860 -4.2327
H -3.5405 1.8564 -5.3697
C 0.5114 1.2096 4.0184
C 0.1975 0.4871 5.3274
C 0.9178 1.0685 6.5422
O -1.2145 0.6826 5.4895
H 0.0745 0.6605 3.1849
H 1.5925 1.2363 3.8255
H 0.2905 2.2590 4.2151
H 0.4471 -0.5772 5.2757
H 1.7195 1.7678 6.3043
H 1.4337 0.2392 7.0311
H 0.1666 1.5010 7.1991
H -1.5945 0.6000 4.6089
C 0.1102 -4.0505 2.9001
C 0.4591 -4.9916 4.0449
C 1.3704 -6.1264 3.5300
O 1.0995 -4.3265 5.1514
H 1.0448 -3.6495 2.4996
H -0.6417 -3.2804 3.0666
H -0.3132 -4.6407 2.0813
H -0.4777 -5.4808 4.3293
H 0.9847 -6.4819 2.5728
H 1.4235 -6.9030 4.2886
H 2.3578 -5.7433 3.2659
H 0.8748 -4.9443 5.8576
C -3.6751 -5.2965 0.9861
C -3.6645 -3.8231 1.4014
C -3.3167 -2.9241 0.2409
O -4.9929 -3.4917 1.8063
H -2.6621 -5.7289 0.9294
H -4.0733 -5.3899 -0.0221
H -4.0716 -5.9735 1.7462
H -3.0057 -3.6361 2.2597
H -3.3491 -1.8809 0.5776
H -4.1276 -2.8646 -0.4895
H -2.3224 -3.1245 -0.1484
H -5.2388 -3.9928 2.5866
C 4.3461 -2.7025 5.2605
C 4.0027 -2.7625 3.7454
C 3.0417 -1.6816 3.4182
O 5.2434 -2.4989 3.0366
H 5.0710 -3.4751 5.5134
H 3.5408 -2.6914 5.9956
H 4.8335 -1.7377 5.4503
H 3.7635 -3.7775 3.4450
H 3.4713 -0.6876 3.5546
H 2.1125 -1.7423 3.9932
H 2.6773 -1.7330 2.3863
H 5.5316 -1.6407 3.3696
C -3.4146 2.1407 1.2221
C -3.0328 1.4767 2.5354
C -4.0739 1.7798 3.6317
O -3.0250 0.0535 2.3922
H -2.5863 2.0229 0.5144
H -3.4983 3.2220 1.3542
H -4.3067 1.7418 0.7401
H -2.0685 1.8692 2.8596
H -4.0287 2.8737 3.7243
H -3.7619 1.4465 4.6179
H -5.0404 1.4969 3.2200
H -3.9093 -0.2448 2.1562
C 3.1331 1.0418 -7.0635
C 2.3140 1.7345 -6.0212
C 1.4293 0.8344 -5.1812
O 3.0919 2.5420 -5.1114
H 3.7109 1.7175 -7.7006
H 2.4637 0.4561 -7.7009
H 3.8844 0.3119 -6.7416
H 1.6965 2.4613 -6.5757
H 0.9001 1.3802 -4.4035
H 1.9818 -0.0272 -4.8014
H 0.6587 0.3804 -5.8137
H 3.5112 3.2090 -5.6697
C -1.6793 6.2153 -2.1957
C -1.2090 5.3732 -0.9953
C -0.3751 6.3220 -0.1156
O -2.4196 5.0582 -0.3226
H -2.3491 7.0445 -1.9765
H -2.2363 5.6012 -2.9101
H -0.8335 6.6132 -2.7613
H -0.5960 4.4897 -1.1895
H 0.2681 7.0572 -0.5980
H 0.1910 5.7474 0.6264
H -1.0572 6.9216 0.4953
H -2.2109 4.4427 0.3911
C 4.6327 3.6793 -1.8565
C 3.1238 3.7229 -1.6971
C 2.4548 4.9393 -2.3154
O 2.5242 2.5618 -2.3000
H 5.0527 2.8888 -1.2319
H 5.0947 4.5770 -1.4317
H 4.9672 3.5775 -2.8862
H 2.7577 3.6536 -0.6685
H 2.7353 5.8686 -1.8152
H 1.3698 4.8658 -2.2266
H 2.6789 4.9632 -3.3853
H 2.4626 2.6501 -3.2660
C 0.0757 -0.6467 0.4196
C 1.1101 0.3771 -0.0793
C 2.0822 -0.2874 -1.0448
O 0.4785 1.5173 -0.6079
H 0.5932 -1.4746 0.9053
H -0.4702 -1.1117 -0.4110
H -0.6946 -0.1878 1.0408
H 1.6037 0.7382 0.8414
H 3.1161 -0.0205 -0.8138
H 1.8517 0.0276 -2.0601
H 2.1080 -1.3804 -1.0224
H 1.0741 2.0554 -1.1655
C -1.7487 -4.5339 -3.1688
C -0.3110 -4.3048 -3.6458
C 0.1449 -2.8495 -3.7584
O 0.5308 -4.9477 -2.6745
H -1.9085 -5.5972 -3.0066
H -2.4486 -4.1444 -3.9075
H -1.8958 -4.0043 -2.2262
H -0.2405 -4.8846 -4.5734
H 1.0629 -2.7631 -4.3357
H 0.2664 -2.4845 -2.7356
H -0.6308 -2.1855 -4.1498
H 1.4396 -4.6791 -2.8404

Summary:
Frontier orbital gap   9.97 eV

***

No. 3
DFT (the ωB97M-V functional and the def2-TZVPD basis) results for a 11-piece molecular cluster, C33H88O33S11 overall.

Atoms and positions in Å:
C 3.1128 2.8490 -1.8827
C 3.6646 1.4879 -2.2784
O 4.5570 1.6098 -3.4077
S 6.0248 1.0127 -3.2682
C 6.8215 2.3159 -2.3829
O 5.9497 -0.1326 -2.4081
O 6.5317 0.8967 -4.5820
H 2.1474 3.1271 -2.2940
H 3.8283 3.6041 -2.2232
H 3.1133 2.9172 -0.7952
H 4.1374 0.9715 -1.4482
H 2.8379 0.8623 -2.5927
H 6.2507 2.5395 -1.4863
H 6.8778 3.1639 -3.0637
H 7.8420 2.0054 -2.1680
C 3.9555 -1.0916 0.8952
C 5.0620 -0.0587 1.0559
O 4.3527 1.1709 1.3912
S 5.0691 2.5409 1.7261
C 5.5218 2.1980 3.4125
O 6.2563 2.6214 0.9316
O 4.0910 3.5784 1.6820
H 3.5077 -1.2830 1.8711
H 4.4191 -1.9937 0.5041
H 3.1267 -0.6540 0.3472
H 5.7244 -0.3176 1.8847
H 5.6537 0.0761 0.1506
H 4.5763 2.1119 3.9485
H 5.9842 3.1034 3.8010
H 6.1297 1.3047 3.3366
C -6.3343 -5.6544 -5.4277
C -5.9026 -4.2338 -5.1340
O -5.0195 -4.2406 -3.9898
S -3.6176 -3.4927 -4.1059
C -4.0339 -1.8171 -3.6724
O -2.7849 -4.0341 -3.0826
O -3.1756 -3.4639 -5.4612
H -7.3227 -5.6346 -5.8950
H -6.4735 -6.2389 -4.5195
H -5.6510 -6.1456 -6.1156
H -5.4527 -3.7775 -6.0158
H -6.7501 -3.5740 -4.9252
H -4.3777 -1.3046 -4.5667
H -3.1126 -1.3780 -3.2967
H -4.8026 -1.7834 -2.9036
C -9.4589 -4.0133 -2.0703
C -8.0031 -3.7178 -1.7884
O -7.9484 -2.9850 -0.5628
S -6.6930 -2.0395 -0.2901
C -5.3714 -3.2156 -0.4526
O -6.6056 -1.1238 -1.3894
O -6.7961 -1.5652 1.0440
H -10.0300 -3.0884 -2.1005
H -9.8792 -4.5600 -1.2213
H -9.5461 -4.6658 -2.9359
H -7.3825 -4.6198 -1.8098
H -7.5679 -3.1521 -2.6225
H -4.4763 -2.5931 -0.5629
H -5.3961 -3.8206 -1.3525
H -5.2225 -3.7292 0.4934
C 3.0219 8.8117 1.8660
C 2.2626 8.7743 0.5612
O 1.7759 7.4112 0.3922
S 2.1769 6.6039 -0.9238
C 3.8895 6.3132 -0.5920
O 1.4847 5.3685 -0.7798
O 2.0311 7.4879 -2.0334
H 3.9419 8.2459 1.7272
H 2.4384 8.3179 2.6456
H 3.1781 9.8162 2.2561
H 1.3506 9.3710 0.5569
H 2.8395 9.0571 -0.3190
H 3.9238 5.7426 0.3350
H 4.4144 7.2629 -0.5345
H 4.3160 5.6970 -1.3806
C 0.7155 5.1214 2.8763
C 1.4680 4.3611 3.9314
O 2.1360 5.3520 4.7685
S 3.2960 4.8085 5.7339
C 2.7102 5.5308 7.2425
O 3.1545 3.3893 5.8075
O 4.5086 5.4386 5.3355
H 1.3661 5.4222 2.0529
H 0.2755 6.0473 3.2481
H -0.0747 4.5307 2.4109
H 0.7555 3.8767 4.6044
H 2.1275 3.6000 3.5254
H 2.8957 6.5946 7.3333
H 3.1909 4.9308 8.0155
H 1.6396 5.3578 7.3285
C 0.3586 1.8277 0.9312
C -0.4543 0.6742 0.4264
O 0.1018 -0.5894 0.9019
S 0.5134 -1.7149 -0.1295
C -1.1097 -2.1322 -0.7137
O 1.2119 -1.0567 -1.1891
O 1.0945 -2.8013 0.5652
H 1.4230 1.5707 0.8775
H 0.3047 1.9710 2.0199
H 0.1332 2.7858 0.4710
H -1.4283 0.5774 0.9033
H -0.5779 0.7305 -0.6512
H -1.0701 -3.0560 -1.2879
H -1.4095 -1.3028 -1.3499
H -1.7798 -2.2271 0.1361
C 1.1070 -7.8598 1.8265
C 0.7053 -6.8198 0.8167
O 0.9156 -7.4325 -0.4828
S 0.5952 -6.5483 -1.7662
C -1.1911 -6.4600 -1.7195
O 1.1476 -5.2544 -1.5140
O 0.9747 -7.3193 -2.8939
H 2.1939 -7.9213 1.8666
H 0.6346 -8.8214 1.6447
H 0.8116 -7.5662 2.8379
H -0.3617 -6.5787 0.8842
H 1.2734 -5.8919 0.8580
H -1.4526 -5.4976 -1.2942
H -1.5064 -7.2372 -1.0240
H -1.5748 -6.6747 -2.7088
C -5.6442 1.8504 2.2349
C -4.5659 0.8817 1.7658
O -3.6628 1.5304 0.8457
S -3.7259 1.1243 -0.6884
C -5.2543 1.8571 -1.1701
O -2.6597 1.7836 -1.3576
O -3.8338 -0.3006 -0.8046
H -6.1648 1.4432 3.1006
H -6.3538 2.1846 1.4817
H -5.1202 2.7433 2.5912
H -3.9510 0.6813 2.6439
H -5.0203 -0.0470 1.4300
H -6.1241 1.3137 -0.8109
H -5.2819 1.7759 -2.2592
H -5.2777 2.9137 -0.9191
C 4.5860 -3.5135 -3.0514
C 3.2114 -2.8516 -3.0294
O 2.8887 -2.4332 -4.3829
S 1.7183 -3.2407 -5.0795
C 0.3359 -2.4796 -4.2506
O 1.7379 -2.8767 -6.4515
O 1.8145 -4.6135 -4.6949
H 4.4702 -4.5069 -3.4854
H 4.9686 -3.6584 -2.0411
H 5.2342 -2.8630 -3.6322
H 2.4611 -3.5741 -2.7148
H 3.2389 -1.9896 -2.3697
H 0.5532 -1.4138 -4.3377
H 0.3509 -2.7678 -3.2053
H -0.5976 -2.6568 -4.7784
C -1.7455 2.1792 4.6971
C -1.0273 0.8747 4.9128
O 0.3771 1.0463 4.7173
S 1.3331 -0.1897 5.0946
C 1.2853 -1.0756 3.5427
O 2.6354 0.3418 5.2763
O 0.6864 -0.9575 6.1112
H -1.4693 2.9235 5.4470
H -2.8264 2.0283 4.7234
H -1.5550 2.6728 3.7395
H -1.2933 0.4699 5.8894
H -1.3924 0.1265 4.1948
H 2.1625 -1.7166 3.5736
H 1.4242 -0.3071 2.7947
H 0.3410 -1.6055 3.5491

Summary:
Frontier orbital gap   10.14 eV

***

Going through the records in order, we get energy relative to the best compared isomer or geometry (same formula, charge and spin) values of 0.0, 322.0, 3.5 kJ/mol.
Going through the records in order, we get electronic energy values of -79390.5578, -58168.5831, -222398.7300 eV.